No. 1
DFT (the ωB97M-V functional and the def2-TZVPD basis) results for a cluster of 2 separate species, CH5N3OS in total.

```
11
CH5N3OS (the ωB97M-V functional and the def2-TZVPD basis)
C -0.013 0.106 0.407
N 0.127 -1.160 -0.012
N -0.878 0.900 -0.249
N 2.224 0.553 0.187
O 2.657 1.666 0.316
S 2.955 -0.839 -0.054
H 0.222 0.151 1.450
H 0.018 -1.572 -0.967
H 1.171 -1.636 0.190
H -1.156 0.560 -1.106
H -1.380 1.648 0.088
```

Energy above the lowest of the compared OMol25 structures with the same formula, charge and spin (kcal per mole): 71.6
Molecular weight (g mol⁻¹): 107.14
Kohn-Sham gap (eV): 8.089
2S+1: 1
E_LUMO (Eh): 0.0230

Here are the Mulliken charges for atoms 1 to 4, given in e: atom 1 (C): 0.3143, atom 2 (N): -0.5824, atom 3 (N): -0.3255, atom 4 (N): 0.2319

No. 2
DFT (the ωB97M-V functional and the def2-TZVPD basis) results for an isolated molecule of CH5N3S.

```
10
CH5N3S (the ωB97M-V functional and the def2-TZVPD basis)
C -1.624 0.387 0.396
N 2.207 -0.460 -0.372
N 0.919 -0.307 -0.006
N 1.011 0.506 0.976
S -0.413 1.139 1.530
H -1.186 0.408 -0.601
H -2.536 0.973 0.444
H -1.809 -0.644 0.689
H 2.522 -1.402 -0.546
H 2.506 0.104 0.437
```

⟨S²⟩: 2.01
Energy above the lowest of the compared OMol25 structures with the same formula, charge and spin (kcal per mole): 6.2
Molecular weight (g mol⁻¹): 91.14
Kohn-Sham gap (spin up / spin down) (eV): 6.968 / 7.609
2S+1: 3
E_LUMO (spin up / spin down) (Eh): 0.0360 / -0.0678

Here are the Mulliken charges for atoms 1 to 4, given in e: atom 1 (C): -0.7639, atom 2 (N): -0.4476, atom 3 (N): -0.2051, atom 4 (N): -0.2030

No. 3
DFT (the ωB97M-V functional and the def2-TZVPD basis) results for an isolated molecule of CH5N3S2.

```
11
CH5N3S2 (the ωB97M-V functional and the def2-TZVPD basis)
N -0.352 1.601 0.020
C 0.060 0.422 -0.293
N -0.662 -0.584 -0.423
S -2.411 -0.764 -0.313
N 1.443 0.398 -0.886
S 2.239 -0.966 -0.116
H -1.392 1.464 0.367
H -0.201 -1.601 -0.344
H -2.685 -0.854 0.968
H 1.856 1.319 -0.246
H 2.104 -0.436 1.266
```

SMILES: N=C(NS)NS
Energy above the lowest of the compared OMol25 structures with the same formula, charge and spin (kcal per mole): 50.7
Molecular weight (g mol⁻¹): 123.21
Kohn-Sham gap (eV): 9.684
2S+1: 1
E_LUMO (Eh): 0.0115

Here are the Mulliken charges for atoms 1 to 4, given in e: atom 1 (N): -0.6627, atom 2 (C): 0.4772, atom 3 (N): -0.3169, atom 4 (S): -0.1602

No. 4
DFT (the ωB97M-V functional and the def2-TZVPD basis) results for the ion CH5N4 with charge +1.

```
10
CH5N4 (the ωB97M-V functional and the def2-TZVPD basis)
N 1.199 -1.003 -0.077
N 0.822 -0.292 -1.286
C 0.004 -0.259 -0.164
N -1.243 -0.298 0.496
N -0.493 0.893 0.720
H 2.160 -0.746 0.395
H 0.740 -0.849 -2.096
H -2.031 -0.210 -0.154
H -0.237 1.065 1.719
H -0.922 1.701 0.447
```

SMILES: N1NC12N[NH2+]2
Energy above the lowest of the compared OMol25 structures with the same formula, charge and spin (kcal per mole): 85.8
Molecular weight (g mol⁻¹): 73.08
Kohn-Sham gap (eV): 10.888
2S+1: 1
E_LUMO (Eh): -0.1369
Charge: +1

Here are the Mulliken charges for atoms 1 to 4, given in e: atom 1 (N): -0.3635, atom 2 (N): -0.2860, atom 3 (C): 0.5070, atom 4 (N): -0.3224

No. 5
DFT (the ωB97M-V functional and the def2-TZVPD basis) results for a cluster of 2 separate species, CH5N5 in total.

```
11
CH5N5 (the ωB97M-V functional and the def2-TZVPD basis)
C -0.353 1.544 0.248
N -4.073 0.453 0.240
N -3.998 -0.456 -0.373
N -0.053 0.289 0.060
N -0.702 -0.745 0.495
N -0.105 -1.967 0.185
H 0.273 2.302 -0.175
H -1.216 1.794 0.829
H 0.804 0.111 -0.506
H 0.821 -2.057 0.610
H -0.009 -2.106 -0.823
```

Energy above the lowest of the compared OMol25 structures with the same formula, charge and spin (kcal per mole): 11.1
Molecular weight (g mol⁻¹): 87.09
Kohn-Sham gap (spin up / spin down) (eV): 8.728 / 8.729
2S+1: 1
E_LUMO (spin up / spin down) (Eh): 0.0338 / 0.0338

Here are the Mulliken charges for atoms 1 to 4, given in e: atom 1 (C): -0.4643, atom 2 (N): 0.0048, atom 3 (N): -0.0053, atom 4 (N): 0.1458

No. 6
DFT (the ωB97M-V functional and the def2-TZVPD basis) results for a cluster of 2 separate species, CH5NO in total.

```
8
CH5NO (the ωB97M-V functional and the def2-TZVPD basis)
C -1.975 0.625 0.022
N -0.779 0.086 0.275
H -2.009 1.679 -0.240
H -2.964 0.170 0.200
H -0.787 -0.840 0.670
H 1.738 -0.667 0.420
H 2.066 -0.485 -1.097
O 2.457 -0.591 -0.219
```

⟨S²⟩: 0.75
Energy above the lowest of the compared OMol25 structures with the same formula, charge and spin (kcal per mole): 14.3
Molecular weight (g mol⁻¹): 47.06
Kohn-Sham gap (spin up / spin down) (eV): 4.032 / 8.077
2S+1: 2
E_LUMO (spin up / spin down) (Eh): 0.1848 / 0.1810
Charge: -1

Here are the Mulliken charges for atoms 1 to 4, given in e: atom 1 (C): -0.8046, atom 2 (N): -0.5243, atom 3 (H): 0.1795, atom 4 (H): 0.1865

No. 7
DFT (the ωB97M-V functional and the def2-TZVPD basis) results for the ion CH5NO with charge +1.

```
8
CH5NO (the ωB97M-V functional and the def2-TZVPD basis)
N -0.345 0.347 0.943
C 0.042 0.450 -0.418
O 0.709 -0.727 -0.918
H -1.171 -0.237 1.046
H 0.386 0.049 1.565
H -0.972 0.382 -0.980
H 0.728 1.312 -0.573
H 0.623 -1.576 -0.665
```

⟨S²⟩: 0.76
Energy above the lowest of the compared OMol25 structures with the same formula, charge and spin (kcal per mole): 28.1
Molecular weight (g mol⁻¹): 47.06
Kohn-Sham gap (spin up / spin down) (eV): 13.707 / 7.098
2S+1: 2
E_LUMO (spin up / spin down) (Eh): -0.1491 / -0.3743
Charge: +1

Here are the Mulliken charges for atoms 1 to 4, given in e: atom 1 (N): -0.1284, atom 2 (C): -0.1483, atom 3 (O): -0.3270, atom 4 (H): 0.3392

No. 8
DFT (the ωB97M-V functional and the def2-TZVPD basis) results for a cluster of 2 separate species, CH5NO2P in total.

```
10
CH5NO2P (the ωB97M-V functional and the def2-TZVPD basis)
C -0.366 -1.883 0.818
N 0.798 1.079 -1.260
O -1.687 2.126 -0.576
O 0.356 2.614 0.859
P -0.350 1.708 -0.090
H 0.632 -1.807 1.251
H -1.004 -2.562 1.448
H -0.287 -2.252 -0.242
H 1.594 0.835 -0.805
H 0.313 0.142 -1.402
```

Energy above the lowest of the compared OMol25 structures with the same formula, charge and spin (kcal per mole): 81.0
Molecular weight (g mol⁻¹): 94.03
Kohn-Sham gap (spin up / spin down) (eV): 8.208 / 5.419
2S+1: 1
E_LUMO (spin up / spin down) (Eh): 0.1418 / 0.1196
Charge: -1

Here are the Mulliken charges for atoms 1 to 4, given in e: atom 1 (C): -0.8733, atom 2 (N): -0.6199, atom 3 (O): -0.5604, atom 4 (O): -0.5732

No. 9
DFT (the ωB97M-V functional and the def2-TZVPD basis) results for an isolated molecule of CH5NO2S.

```
10
CH5NO2S (the ωB97M-V functional and the def2-TZVPD basis)
C 0.153 0.475 0.969
N -0.145 -0.729 -1.472
O 1.887 0.538 -0.860
O -1.133 0.545 1.375
S 0.502 0.793 -0.839
H 0.825 1.158 1.523
H 0.725 -0.533 1.041
H -1.055 -0.702 -1.879
H -0.103 -1.435 -0.779
H -1.655 -0.109 0.919
```

Energy above the lowest of the compared OMol25 structures with the same formula, charge and spin (kcal per mole): 51.4
Molecular weight (g mol⁻¹): 95.12
Kohn-Sham gap (eV): 9.721
2S+1: 1
E_LUMO (Eh): 0.0150

Here are the Mulliken charges for atoms 1 to 4, given in e: atom 1 (C): -0.4992, atom 2 (N): -0.5250, atom 3 (O): -0.5119, atom 4 (O): -0.4880

No. 10
DFT (the ωB97M-V functional and the def2-TZVPD basis) results for a structure of composition CH5NO2S.

```
10
CH5NO2S (the ωB97M-V functional and the def2-TZVPD basis)
C 1.150 0.920 -0.518
N -2.948 -1.296 -0.524
O -2.289 1.092 -0.125
O 0.707 0.559 0.529
S -2.423 -0.244 0.429
H 2.900 -1.184 1.588
H 1.679 1.878 -0.645
H 1.065 0.318 -1.440
H -3.183 -1.072 -1.482
H 3.342 -0.971 2.188
```

Energy above the lowest of the compared OMol25 structures with the same formula, charge and spin (kcal per mole): 76.1
Molecular weight (g mol⁻¹): 95.12
Kohn-Sham gap (eV): 10.007
2S+1: 1
E_LUMO (Eh): -0.0140

Here are the Mulliken charges for atoms 1 to 4, given in e: atom 1 (C): -0.0771, atom 2 (N): -0.4426, atom 3 (O): -0.4589, atom 4 (O): -0.3473

No. 11
DFT (the ωB97M-V functional and the def2-TZVPD basis) results for a cluster of 2 separate species, CH5NO4P in total.

```
12
CH5NO4P (the ωB97M-V functional and the def2-TZVPD basis)
C -0.659 0.494 -0.527
N -1.706 -1.157 0.011
O 1.092 -1.671 -0.050
O 2.154 0.535 -0.855
O 1.146 0.363 1.492
O -1.111 1.341 0.373
P 0.990 -0.274 0.154
H -0.999 0.825 -1.433
H -1.043 -1.496 0.753
H 2.406 1.396 -0.326
H -1.544 -1.701 -0.830
H -0.727 1.344 1.238
```

Energy above the lowest of the compared OMol25 structures with the same formula, charge and spin (kcal per mole): 46.8
Molecular weight (g mol⁻¹): 126.03
Kohn-Sham gap (eV): 8.375
2S+1: 1
E_LUMO (Eh): 0.1456
Charge: -1

Here are the Mulliken charges for atoms 1 to 4, given in e: atom 1 (C): -0.1164, atom 2 (N): -0.8091, atom 3 (O): -0.6549, atom 4 (O): -0.6192

No. 12
DFT (the ωB97M-V functional and the def2-TZVPD basis) results for a cluster of 2 separate species, CH5NOS in total.

```
9
CH5NOS (the ωB97M-V functional and the def2-TZVPD basis)
N -1.170 1.014 0.041
S -2.040 -0.554 0.445
H -1.575 1.330 -0.841
H -1.385 1.486 0.942
H -0.071 0.847 -0.058
C 1.555 -1.005 -0.104
O 1.317 0.187 -0.307
H 2.347 -1.621 -0.727
H 1.021 -1.684 0.610
```

SMILES: [NH3+][S-].C=O
Energy above the lowest of the compared OMol25 structures with the same formula, charge and spin (kcal per mole): 57.5
Molecular weight (g mol⁻¹): 79.12
Kohn-Sham gap (eV): 7.462
2S+1: 1
E_LUMO (Eh): -0.0048

Here are the Mulliken charges for atoms 1 to 4, given in e: atom 1 (N): -0.5374, atom 2 (S): -0.4885, atom 3 (H): 0.3247, atom 4 (H): 0.3416

Question: Look up the 2S+1 of the second one.
Answer: 3